22
Properties=species:S:1:pos:R:3 method="wB97M-V/def2-TZVPD" homo_energy_ev="-7.51 / -7.51" gap_ev="6.79 / 6.79"
B -0.91921 1.93000 -0.57253
C 2.70423 -1.25733 0.43452
C 1.38788 -1.20874 0.02560
C 3.29698 -0.04550 0.49689
C 0.93013 0.04838 -0.30375
C -1.67111 -1.67811 0.03247
C -1.59770 -1.33650 1.34422
C -1.44908 -0.62280 -0.97657
C -0.40670 0.43815 -0.48920
O -0.07396 2.79576 0.04671
O -1.85501 2.27787 -1.42894
S 2.28173 1.24922 0.07030
S -1.18006 0.28747 1.85079
H 2.99800 -2.27907 0.75647
H 0.73864 -2.06314 0.19231
H 4.30397 0.28714 1.04333
H -1.85501 -2.71057 -0.30739
H -1.79814 -2.11286 2.08429
H -1.09593 -0.92695 -2.02160
H -2.30469 -0.04619 -1.14548
H -0.14631 3.74299 0.34452
H -2.28864 3.23082 -1.47695

65
Properties=species:S:1:pos:R:3 method="wB97M-V/def2-TZVPD" homo_energy_ev=-6.89 gap_ev=7.11
P 0.19500 -1.48170 -1.70670
P -0.09270 1.60030 -1.60500
C -0.17330 -0.60260 -3.30580
C 0.36460 0.83600 -3.23990
H -1.26510 -0.59160 -3.40980
H 0.23470 -1.14710 -4.16560
H 1.46050 0.83020 -3.28480
H 0.00330 1.44110 -4.07990
C -1.73960 2.34920 -1.93830
H -2.01040 2.98700 -1.09190
H -2.48810 1.55560 -2.01350
H -1.74100 2.94380 -2.85860
C 0.98810 3.08150 -1.51840
H 0.94640 3.67590 -2.43760
H 2.01730 2.76190 -1.33390
H 0.66750 3.69770 -0.67340
C -0.88000 -2.96730 -1.78920
H -0.64740 -3.68810 -0.99780
H -0.75770 -3.44240 -2.76630
H -1.92220 -2.64910 -1.69470
C 1.86270 -2.20150 -1.99800
H 2.61090 -1.40490 -1.96210
H 1.92320 -2.71900 -2.96200
H 2.08410 -2.90640 -1.19150
Mg 0.00000 0.00000 0.00000
C 0.57580 1.76460 -7.27880
C -0.73900 1.80620 -7.03250
C -1.86250 0.98510 -7.60890
C -1.48550 -0.33580 -8.31550
C -0.76360 -1.30550 -7.41100
C 0.54050 -1.36570 -7.11630
C 1.68480 -0.50870 -7.59060
C 1.33430 0.85840 -8.21850
C 0.03960 -1.49030 1.50390
H 1.19770 2.45490 -6.70860
H -1.07070 2.54400 -6.30070
H -2.43950 1.60940 -8.30920
H -2.55660 0.75290 -6.78890
H -2.41680 -0.80490 -8.65410
H -0.90910 -0.12600 -9.21840
H -1.40670 -2.03250 -6.91470
H 0.84380 -2.15220 -6.42410
H 2.28930 -1.08420 -8.30920
H 2.34610 -0.33480 -6.73010
H 2.27780 1.34850 -8.48650
H 0.79460 0.71230 -9.15600
H 0.70320 -1.18510 2.32050
H 0.35710 -2.48250 1.15790
H -0.97500 -1.58650 1.91450
O 1.17750 3.65190 3.59480
S 1.01150 2.13790 3.79860
O 2.35380 1.42870 3.56880
N 0.33480 1.79680 2.21440
C -0.82550 1.23900 2.26220
O -1.42100 0.78400 1.13610
C -1.30890 0.96450 3.61980
C -2.47920 0.30690 3.99970
C -2.71050 0.07670 5.36710
C -1.77090 0.50090 6.32780
C -0.59920 1.15920 5.92640
C -0.39350 1.38020 4.56720
H -3.19130 -0.03760 3.25700
H -3.60610 -0.43940 5.68500
H -1.94690 0.30940 7.37870
H 0.13600 1.47720 6.65570

10
Properties=species:S:1:pos:R:3 method="wB97M-V/def2-TZVPD" homo_energy_ev=-10.02 gap_ev=9.13
H -1.98108 1.80294 0.00784
N -1.01726 1.54486 -0.03009
C -0.85430 0.30440 -0.04979
N -1.79180 -0.80880 -0.07126
N -1.17126 -1.87365 -0.02044
O 0.23548 -1.64838 0.04252
N 0.41549 -0.31152 0.02367
C 1.72603 0.20647 0.04887
O 2.70667 -0.51020 -0.11661
H 1.73204 1.29388 0.16529

9
Properties=species:S:1:pos:R:3 method="wB97M-V/def2-TZVPD" homo_energy_ev=-9.29 gap_ev=8.86
O 0.44577 1.14801 1.24929
C -0.35451 0.58538 0.36548
C -0.74848 -0.48363 -0.57483
O 2.34545 0.47396 -0.64568
Bi 1.83912 -0.58997 0.78762
H -1.82333 -0.70471 -0.60744
H -0.25719 -0.52800 -1.55342
O -0.17768 -1.11562 0.56799
H -1.26914 1.21458 0.41097

16
Properties=species:S:1:pos:R:3 method="wB97M-V/def2-TZVPD" smiles="C=CN.C=CN" homo_energy_ev=-8.05 gap_ev=9.05
C 0.86429 0.80661 1.91535
C 0.71822 -0.51679 1.85022
N -0.58929 -1.03118 1.62323
H -0.03590 1.40885 1.90062
H 1.80451 1.31190 2.05931
H 1.58583 -1.15169 1.90443
H -0.94589 -0.68432 0.72930
H -0.57704 -2.04394 1.47116
C 0.78254 0.22650 -1.29834
C -0.38090 0.68592 -1.75641
N -1.57679 -0.02377 -1.75016
H 0.93161 -0.77329 -0.91534
H 1.65320 0.86366 -1.32245
H -0.40189 1.61444 -2.31245
H -1.51704 -1.02728 -1.76700
H -2.31547 0.33438 -2.33146

68
Properties=species:S:1:pos:R:3 method="wB97M-V/def2-TZVPD" charge=+2 homo_energy_ev=-13.64 gap_ev=4.54
V 0.26873 -1.96879 0.86800
O 1.52300 -0.98586 4.53785
C 1.40860 -1.55670 3.50979
N 0.20166 -1.55244 2.68198
C -1.01547 -1.08960 3.30838
O -1.09059 -0.58315 4.37566
C -2.16607 -1.42438 2.43092
C -3.47137 -1.23701 2.82523
C -4.47543 -1.66492 1.96802
C -4.11811 -2.26681 0.77090
C -2.78019 -2.40208 0.44455
N -1.81514 -1.97470 1.26590
C 2.45381 -2.36362 2.83831
C 3.66106 -2.70178 3.40655
C 4.53472 -3.46903 2.64564
C 4.16326 -3.84848 1.36395
C 2.93033 -3.45955 0.86732
N 2.09912 -2.73143 1.61348
H -3.66817 -0.78321 3.78720
H -5.51649 -1.54566 2.23587
H -4.86582 -2.63737 0.08420
H -2.48391 -2.86761 -0.48171
H 3.88621 -2.37403 4.41236
H 5.49225 -3.76995 3.04856
H 4.81444 -4.44788 0.74377
H 2.61269 -3.73704 -0.12825
O -0.74646 -4.39782 -5.23371
C -0.03375 -4.32057 -4.10735
O 0.85729 -5.06816 -3.85147
C -0.33995 -3.19341 -3.16359
C -0.56292 -1.84990 -3.41371
N -0.52832 -1.20265 -2.23248
N -0.31954 -2.05393 -1.22857
C -0.20843 -3.25403 -1.77314
C -0.06539 -4.31078 -0.74552
O -0.11303 -5.47833 -0.86250
O 0.11506 -3.68046 0.49072
H -1.53471 -3.84016 -5.22021
H -0.71011 -1.31503 -4.33891
H -0.71269 -0.22706 -2.04435
C -1.63755 5.38878 -4.08446
C -1.13124 5.13240 -2.69477
C -0.02480 5.82526 -2.20283
C 0.41234 5.64280 -0.90307
C -0.25248 4.74089 -0.08010
C -1.35962 4.04305 -0.54382
C -1.78893 4.24260 -1.84710
S 0.31484 4.50379 1.57183
O 0.72380 5.76888 2.08310
O -0.63220 3.64381 2.22333
N 1.69629 3.61033 1.47391
C 1.65783 2.18304 1.41422
C 1.38297 1.62501 -0.02766
C 0.90321 0.24721 0.13424
O 1.66711 -0.79068 0.16400
O -0.30266 -0.05584 0.38889
H -0.83273 5.69661 -4.74990
H -2.37855 6.19034 -4.07417
H -2.11877 4.50573 -4.50358
H 0.48545 6.53496 -2.84169
H 1.24556 6.21686 -0.51822
H -1.89477 3.38671 0.13039
H -2.67312 3.72736 -2.20447
H 2.53838 4.11762 1.24854
H 0.85366 1.85763 2.07595
H 2.59702 1.77577 1.78896
H 2.28234 1.65645 -0.64078
H 0.58645 2.21797 -0.48040

The records above yield energy relative to the best compared isomer or geometry (same formula, charge and spin) values of 23.17; 0.00; 113.11; 109.97; 42.96; 30.96 kcal/mol, respectively.